Molecular formula: C4H6N2O2
Method: DFT, ωB97M-V/def2-TZVPD

The geometry in XYZ format:
```
14
C4H6N2O2 (ωB97M-V/def2-TZVPD)
C -2.248 0.040 0.072
O -1.278 -0.951 -0.030
C -0.040 -0.454 0.024
N 1.093 -1.370 0.017
C 2.211 -0.604 0.029
N 1.981 0.688 0.046
C 0.595 0.785 -0.024
O 0.099 2.008 0.009
H -3.173 -0.541 -0.265
H -2.021 0.821 -0.706
H -2.333 0.422 1.102
H 1.020 -2.371 -0.211
H 3.194 -1.002 0.141
H 0.903 2.529 -0.206
```

Summary:
Kohn-Sham gap ... 8.49 eV
E_HOMO ... -7.6 eV
Structure (SMILES) ... COc1[nH]cnc1O
E_tot ... -11319.194 eV

Atom charges from the natural (NBO) analysis, given in e for atoms 1 to 4: atom 1 (C): -0.256, atom 2 (O): -0.491, atom 3 (C): 0.304, atom 4 (N): -0.549